(w)
This record from OMol25 describes CH4N2Si as an isolated structure. The level of theory is ωB97M-V with the def2-TZVPD basis set.

Atoms and positions in Å:
C  -0.8100  0.8255  1.6352
N  -1.2103  0.7600  2.6875
N  0.3031  -1.0680  -0.5072
Si  0.1657  0.6092  -0.6735
H  1.2799  -1.2921  -0.4252
H  -0.2264  -1.7285  0.0838
H  -0.9499  1.1639  -1.3691
H  1.4478  0.7300  -1.4315

orbital gap = 9.509 eV
LUMO level = -1.0 eV



(x)
This record from OMol25 describes one molecule with the formula CH4N2Si. The level of theory is ωB97M-V with the def2-TZVPD basis set.

Atoms and positions in Å:
C  0.5552  0.9455  1.2972
N  0.2915  1.6649  2.1308
N  0.7615  0.0229  0.1439
Si  -0.5627  -0.5353  -0.7216
H  1.7048  -0.4364  -0.0174
H  -0.0109  -0.3293  -2.0689
H  -1.6531  0.5133  -0.1251
H  -1.0863  -1.8455  -0.6388

SMILES = N#CN[SiH3]
orbital gap = 10.855 eV
LUMO level = 0.4 eV



Computed stability ranking, most favorable first: (x), (w)



(w)
This record from OMol25 describes C40H49Br2N8O8RbSSi as an isolated structure. The level of theory is ωB97M-V with the def2-TZVPD basis set.

Atoms and positions in Å:
Rb  -1.3316  1.4197  0.0262
O  -7.0819  1.1630  1.8342
C  -5.8120  0.6652  1.7242
C  -4.9708  0.5661  2.8236
C  -3.6864  0.0895  2.6211
N  -3.2188  -0.2854  1.4280
C  -4.0606  -0.2392  0.3850
C  -5.3603  0.2407  0.4905
C  -3.5874  -0.7000  -1.0341
O  -4.4974  -1.1486  -1.7469
O  -2.3740  -0.5308  -1.3075
C  -2.7401  0.0397  3.8115
O  -3.2099  -0.4807  4.8611
O  -1.6029  0.5093  3.6437
H  -7.1940  1.4833  2.7403
H  -5.2842  0.8383  3.8256
H  -5.9856  0.2588  -0.3907
N  -2.7073  4.7206  6.2473
C  -2.4681  4.7308  4.8526
C  -2.7702  5.8504  4.0832
C  -2.5230  5.8443  2.7168
C  -1.9598  4.7386  2.1057
C  -1.6309  3.6257  2.8760
C  -1.8889  3.6248  4.2353
S  -1.8655  4.7158  0.3236
O  -2.1490  6.0594  -0.1300
O  -2.8089  3.6824  -0.0780
N  -0.3589  4.2548  0.1183
C  0.1495  4.0149  -1.0940
N  -0.6250  4.0519  -2.2101
C  -0.0593  3.7164  -3.3601
C  1.2694  3.3555  -3.4871
C  1.9902  3.3541  -2.2980
N  1.4771  3.6633  -1.1248
H  -3.5308  5.2494  6.5009
H  -2.7843  3.7771  6.6028
H  -3.2099  6.7257  4.5502
H  -2.7784  6.7033  2.1082
H  -1.1719  2.7282  2.4796
H  -1.6604  2.7254  4.7965
H  -0.7119  3.7361  -4.2299
H  1.7083  3.0798  -4.4353
H  3.0409  3.0712  -2.2977
N  -3.9931  -3.0301  4.1449
C  -3.2599  -3.7264  3.2531
O  -3.6511  -4.7444  2.6988
C  -1.8774  -3.1970  3.0212
C  -1.0791  -2.7905  4.0777
C  0.1989  -2.3338  3.8102
C  0.6195  -2.2938  2.4943
N  -0.1397  -2.6707  1.4647
C  -1.3665  -3.1049  1.7299
H  -4.9441  -3.3384  4.2511
H  -3.7080  -2.1119  4.4859
H  -1.4717  -2.8000  5.0863
H  0.8489  -1.9864  4.6030
H  1.6137  -1.9296  2.2492
H  -1.9834  -3.3906  0.8839
C  4.4465  -1.9150  -4.6323
C  3.9889  -1.2731  -3.3145
C  4.1627  0.2519  -3.4078
C  4.9451  -1.7277  -2.2029
Si  2.1605  -1.7427  -2.8971
Br  1.4782  -0.2799  -1.3615
C  0.9585  -1.4839  -4.3974
C  -0.5123  -1.3397  -3.9562
C  1.0396  -2.6387  -5.4089
C  1.3015  -0.1817  -5.1311
C  2.0020  -3.4768  -2.0576
C  0.5202  -3.8741  -1.9641
C  2.7424  -4.5689  -2.8466
C  2.5238  -3.4762  -0.6104
H  5.5131  -1.7052  -4.7863
H  3.9079  -1.5192  -5.4945
H  4.3216  -2.9986  -4.6267
H  5.2096  0.4831  -3.6481
H  3.9250  0.7213  -2.4526
H  3.5377  0.7108  -4.1658
H  5.9538  -1.3542  -2.4235
H  5.0057  -2.8116  -2.1259
H  4.6491  -1.3288  -1.2290
H  -0.9284  -2.2423  -3.5234
H  -1.1149  -1.1006  -4.8399
H  -0.6823  -0.5610  -3.2119
H  0.6803  -3.5749  -4.9795
H  2.0505  -2.8025  -5.7877
H  0.3978  -2.4116  -6.2681
H  1.2944  0.6759  -4.4543
H  0.5384  0.0018  -5.8972
H  2.2672  -0.2219  -5.6369
H  0.0857  -4.0806  -2.9400
H  -0.0771  -3.1105  -1.4608
H  0.4415  -4.7929  -1.3688
H  2.4274  -4.6214  -3.8912
H  2.5368  -5.5463  -2.3938
H  3.8243  -4.4261  -2.8270
H  1.9303  -2.8038  0.0125
H  3.5750  -3.2189  -0.5258
H  2.3952  -4.4852  -0.1967
Br  5.3728  0.9026  4.3403
C  3.7393  1.1721  3.4025
C  3.7610  1.7337  2.1411
C  2.5412  1.9056  1.4959
N  1.3745  1.5435  2.0321
C  1.3744  1.0143  3.2572
C  2.5443  0.8120  3.9878
H  4.6853  2.0353  1.6683
H  2.4883  2.3790  0.5214
H  0.4080  0.7317  3.6634
H  2.5053  0.3817  4.9793

net charge = -2
orbital gap = 6.855 eV
LUMO level = 3.4 eV



(x)
This record from OMol25 describes C40H49Br2N8O8RbSSi as an isolated structure. The level of theory is ωB97M-V with the def2-TZVPD basis set.

Atoms and positions in Å:
Rb  0.1359  -0.1478  -0.5589
O  -1.4431  -6.9350  0.1779
C  -1.2207  -5.5720  0.2197
C  -0.9175  -4.9413  1.4127
C  -0.7191  -3.5663  1.4085
N  -0.7759  -2.8445  0.2978
C  -1.0345  -3.4495  -0.8545
C  -1.2988  -4.8140  -0.9397
C  -0.9698  -2.5571  -2.1074
O  -2.0124  -2.4201  -2.7681
O  0.1467  -2.0724  -2.3489
C  -0.4001  -2.8583  2.7506
O  -0.5723  -3.5400  3.7751
O  -0.0055  -1.6849  2.6726
H  -1.3271  -7.2504  1.0829
H  -0.8369  -5.4719  2.3538
H  -1.5294  -5.2854  -1.8816
N  4.7503  5.9141  -5.3981
C  4.2244  5.2682  -4.2756
C  4.0851  3.8833  -4.2611
C  3.6166  3.2460  -3.1266
C  3.2833  3.9814  -2.0063
C  3.4530  5.3524  -2.0021
C  3.9150  6.0002  -3.1306
S  2.6578  3.1042  -0.5510
O  3.6887  2.1238  -0.2671
O  2.4531  4.0783  0.5019
N  1.3234  2.3175  -0.9525
C  0.3827  3.0338  -1.5233
N  0.6507  4.3090  -1.9040
C  -0.2877  4.9689  -2.5399
C  -1.5434  4.4436  -2.8013
C  -1.7356  3.1432  -2.3459
N  -0.8144  2.4414  -1.7390
H  4.6420  5.4038  -6.2612
H  4.4715  6.8792  -5.4863
H  4.3345  3.3139  -5.1474
H  3.4983  2.1746  -3.1047
H  3.1919  5.8904  -1.1068
H  4.0256  7.0778  -3.1406
H  -0.0064  5.9678  -2.8663
H  -2.3096  4.9920  -3.3282
H  -2.6877  2.6417  -2.4793
N  0.3961  5.7025  4.7319
C  -0.4788  5.3663  3.7318
O  -1.1266  6.1982  3.1342
C  -0.5688  3.8940  3.5516
C  -0.7679  3.0641  4.6555
C  -0.7590  1.6946  4.4690
C  -0.5593  1.1966  3.1839
N  -0.4238  1.9857  2.1301
C  -0.4212  3.2921  2.2998
H  0.6414  6.6730  4.8448
H  1.0665  5.0179  5.0412
H  -0.9535  3.4913  5.6354
H  -0.9092  1.0129  5.2936
H  -0.5025  0.1277  2.9990
H  -0.2695  3.8898  1.4119
C  -7.2892  -2.3318  -0.3299
C  -5.9274  -1.8019  0.1327
C  -4.9021  -2.9402  0.0977
C  -6.0561  -1.3932  1.6024
Si  -5.2897  -0.3149  -0.9660
Br  -3.0791  -0.0218  -0.3840
C  -5.3950  -0.6628  -2.8889
C  -4.3297  0.1696  -3.6080
C  -6.7738  -0.3511  -3.4874
C  -5.0739  -2.1239  -3.2127
C  -6.1354  1.3965  -0.4649
C  -5.7804  2.4878  -1.4778
C  -7.6614  1.2908  -0.3842
C  -5.6102  1.9002  0.8836
H  -7.6214  -3.1274  0.3376
H  -7.2327  -2.7399  -1.3339
H  -8.0410  -1.5467  -0.3237
H  -5.2772  -3.7851  0.6778
H  -3.9623  -2.6184  0.5381
H  -4.6898  -3.2804  -0.9088
H  -6.2927  -2.2723  2.2022
H  -6.8488  -0.6644  1.7526
H  -5.1166  -0.9828  1.9601
H  -4.4648  1.2356  -3.4538
H  -4.3740  -0.0293  -4.6793
H  -3.3416  -0.1196  -3.2594
H  -7.0430  0.6959  -3.3818
H  -7.5492  -0.9515  -3.0174
H  -6.7656  -0.5837  -4.5528
H  -4.0622  -2.3699  -2.8963
H  -5.1212  -2.2668  -4.2929
H  -5.7844  -2.8090  -2.7586
H  -6.1804  2.2759  -2.4647
H  -4.7015  2.5896  -1.5441
H  -6.1914  3.4431  -1.1481
H  -8.0826  0.9187  -1.3134
H  -8.0916  2.2728  -0.1846
H  -7.9626  0.6246  0.4186
H  -4.5345  2.0402  0.8413
H  -5.8270  1.2130  1.6920
H  -6.0740  2.8598  1.1165
Br  7.1420  0.7613  1.2393
C  5.3597  0.1720  0.9688
C  5.0351  -0.4799  -0.2007
C  3.7165  -0.8946  -0.3377
N  2.7963  -0.7095  0.5852
C  3.1285  -0.0785  1.6913
C  4.4153  0.3838  1.9484
H  5.7628  -0.6359  -0.9839
H  3.3908  -1.4075  -1.2336
H  2.3371  0.0473  2.4165
H  4.6570  0.9043  2.8636

net charge = -2
orbital gap = 7.013 eV
LUMO level = 3.7 eV



Computed stability ranking, most favorable first: (w), (x)



(w)
This record from OMol25 describes C9H10N2S as an isolated structure. The level of theory is ωB97M-V with the def2-TZVPD basis set.

Atoms and positions in Å:
C  -1.1660  3.4770  -1.1265
C  -1.2685  3.3707  0.2542
C  -0.9818  2.2293  -1.6521
C  -0.0433  -0.9437  -1.3173
C  0.3616  -2.1786  -0.9139
C  -0.1165  -0.3950  1.3334
C  -0.3173  0.1519  -0.4881
C  0.3473  -2.6433  0.5218
C  0.7497  -1.6043  1.4591
N  -1.0899  2.1114  0.5928
N  -0.7801  1.4389  -0.5328
S  2.7110  -1.3640  1.0127
H  -1.0620  4.4239  -1.5965
H  -1.2483  4.0395  1.0747
H  -0.7485  1.9616  -2.6768
H  -0.0309  -0.7931  -2.3787
H  0.5779  -2.9010  -1.6941
H  -0.4006  0.3609  1.9286
H  -0.5854  -3.1297  0.9949
H  1.1239  -3.5096  0.5663
H  0.8420  -2.0732  2.4904
H  3.1255  -2.0297  2.1479

orbital gap (alpha / beta) = 7.716 / 6.765 eV
LUMO level (alpha / beta) = -0.4 / -0.3 eV



(x)
This record from OMol25 describes one molecule with the formula C9H10N2S. The level of theory is ωB97M-V with the def2-TZVPD basis set.

Atoms and positions in Å:
C  -1.2542  -0.7702  1.2800
C  1.5325  -1.8588  1.4785
C  1.1105  0.3785  1.5143
C  -1.3347  1.8343  -2.1371
C  -1.8313  1.2554  -1.0512
C  1.4284  -1.7223  -0.0054
C  0.3760  -0.6778  -0.5283
C  -0.3150  0.0987  0.6087
C  -0.9082  1.4273  0.2143
N  -1.8288  -1.6395  1.8078
N  1.4395  -0.7740  2.1063
S  2.0490  1.6657  1.1937
H  1.6956  -2.8182  1.9915
H  -1.8018  1.6828  -3.1206
H  -0.3469  2.4286  -2.1265
H  -2.6364  0.5326  -1.0226
H  2.3711  -1.3097  -0.4760
H  1.2741  -2.7020  -0.4928
H  0.9218  0.1450  -1.0327
H  -0.3793  -1.0694  -1.1671
H  -0.1096  1.9980  -0.0254
H  -1.4523  1.8950  0.9904

SMILES = C=CC[C@@]1(C#N)CCC=NC1=S
orbital gap = 8.604 eV
LUMO level = -0.4 eV



Computed stability ranking, most favorable first: (x), (w)



(w)
This record from OMol25 describes one molecule with the formula C4H3Cl2N. The level of theory is ωB97M-V with the def2-TZVPD basis set.

Atoms and positions in Å:
C  -2.0582  -0.0919  3.2859
C  -0.9527  -0.0982  2.2492
C  -1.0841  0.1533  0.9452
C  -0.1888  -0.1917  -0.1581
N  -2.7723  -0.1924  4.1761
Cl  0.4033  -0.4152  3.0883
Cl  -2.5997  0.7398  0.4005
H  0.8057  -0.5115  0.2892
H  0.0688  0.6552  -0.7964
H  -0.8352  -0.7936  -0.8006

SMILES = C/C(Cl)=C(\Cl)C#N
orbital gap = 9.893 eV
LUMO level = 0.2 eV



(x)
This record from OMol25 describes one molecule with the formula C4H3Cl2N. The level of theory is ωB97M-V with the def2-TZVPD basis set.

Atoms and positions in Å:
C  -0.3620  0.2228  0.2702
C  2.0832  1.1134  0.0315
C  -1.5796  -0.1732  0.5002
C  3.4276  1.0902  -0.5351
N  0.7560  0.5279  -0.2317
Cl  1.8173  2.4958  1.1868
Cl  4.5885  2.2609  -0.0421
H  -1.7773  -1.2869  0.6724
H  -2.3400  0.4302  0.9094
H  3.8985  0.3188  -1.0039

SMILES = C=C=N/C(Cl)=C/Cl
orbital gap = 8.471 eV
LUMO level = -0.2 eV



(y)
This record from OMol25 describes a 2-piece molecular cluster, C4H3Cl2N overall. The level of theory is ωB97M-V with the def2-TZVPD basis set.

Atoms and positions in Å:
C  2.0776  -0.7644  0.3307
C  1.9501  0.4381  0.4034
C  -0.7335  0.0771  -0.9297
C  -1.6971  0.0192  0.1348
N  0.0061  0.4472  -1.7352
Cl  2.0401  -2.4313  0.2994
Cl  1.9564  2.1050  0.4880
H  -2.6521  0.1158  -0.3695
H  -1.4905  0.8656  0.7447
H  -1.4571  -0.8723  0.6335

SMILES = ClC#CCl.CC#N
orbital gap = 10.244 eV
LUMO level = 0.6 eV



Computed stability ranking, most favorable first: (w), (y), (x)



(w)
This record from OMol25 describes C3H7N2O as an isolated structure. The level of theory is ωB97M-V with the def2-TZVPD basis set.

Atoms and positions in Å:
C  1.0902  1.4220  0.1799
C  0.7662  -0.9869  0.2310
C  -0.9251  -0.0144  -0.2567
N  -0.7435  -1.3136  0.2255
N  0.4396  0.3938  0.0888
O  -1.9660  0.7407  -0.0354
H  0.6986  2.3784  0.3707
H  2.1062  1.4684  0.4835
H  1.3074  -1.2786  1.1536
H  1.1553  -1.3913  -0.6603
H  -0.4863  0.0264  -2.0383
H  -1.0213  -1.9028  -0.4940
H  -2.4213  0.4580  0.7516

net charge = +1
orbital gap = 8.575 eV
LUMO level = -5.7 eV



(x)
This record from OMol25 describes an isolated ion of composition C3H7N2O and charge +1. The level of theory is ωB97M-V with the def2-TZVPD basis set.

Atoms and positions in Å:
C  1.5361  0.6820  0.1675
C  -0.5682  -0.2686  -0.6350
C  -1.6117  -0.2535  0.3401
N  1.4925  -0.6172  0.2945
N  0.5581  1.0999  -0.5632
O  0.4684  -1.2777  -0.2896
H  2.4883  1.2056  0.2849
H  -0.9056  -0.1967  -1.6063
H  -2.4553  0.4031  0.3168
H  -1.2300  -0.2224  1.4142
H  -1.9404  -1.3468  0.1593
H  1.9850  -1.1363  0.9738
H  0.1827  1.9284  -0.8570

net charge = +1
SMILES = C[C@H]1[NH+]=CNO1
orbital gap = 10.894 eV
LUMO level = -3.8 eV



Computed stability ranking, most favorable first: (x), (w)